The following is a DFT calculation (ωB97M-V/def2-TZVPD) of a cluster of 2 separate species, C2H8N3 in total.

Summary:
Maximum force in eV/Å: 5.9
Energy relative to the best compared isomer or geometry (same formula, charge and spin) in eV: 7.874
Net charge: +1
Highest occupied orbital energy in hartree: -0.502
Total energy in eV: -6660.755
Multiplicity: 1

Each line ends with the natural charge from an NBO analysis.
Element x y z (Å)
N: 1.09 -0.50 -1.92  -0.813
C: 0.40 0.77 -1.88  0.326
N: 0.10 1.37 -0.77  -0.728
H: 0.87 -0.97 -1.01  0.404
H: 1.67 -0.79 -2.67  0.433
H: 0.24 1.23 -2.87  0.199
H: -0.29 2.35 -0.84  0.401
C: -1.08 -0.93 2.14  -0.281
N: 0.09 -0.46 1.31  -0.249
H: -2.10 -0.59 1.80  0.286
H: -1.06 -1.89 2.52  0.239
H: -0.36 -0.22 2.75  0.332
H: 0.41 0.62 1.45  0.452